<one>
Computed, not measured: an isolated ion of composition C5H10N3S and charge +1, with ωB97M-V/def2-TZVPD.

E_LUMO   -3.19 eV
HOMO-LUMO gap   0.328 Ha

Structure (ORCA input):
```
! RIJCOSX wB97M-V def2-TZVPD def2/J DEFGRID3
* xyz 1 1
C -1.546 1.006 0.114
C -1.756 -0.340 0.087
C 0.549 0.149 0.020
C 0.277 2.659 -0.002
C 2.625 -1.667 -0.197
N -0.188 1.275 -0.031
N -0.504 -0.911 0.132
N -2.785 -1.235 0.035
S 2.294 0.078 0.131
H -2.393 1.645 0.231
H 1.256 2.583 -0.242
H -0.380 3.327 -0.792
H 0.280 3.194 1.027
H 3.754 -1.799 -0.334
H 1.952 -2.015 -1.127
H 2.287 -2.181 0.747
H -0.160 -1.814 0.448
H -3.599 -0.995 0.609
H -2.689 -2.143 -0.276
*
```

=====

<two>
Computed, not measured: an isolated ion of composition C5H10N3S and charge +1, with ωB97M-V/def2-TZVPD.

E_LUMO (alpha / beta)   -3.96 / -3.96 eV
HOMO-LUMO gap (alpha / beta)   0.316 / 0.316 Ha

Structure (ORCA input):
```
! RIJCOSX wB97M-V def2-TZVPD def2/J DEFGRID3
* xyz 1 1
C 2.469 -1.694 -0.399
C 0.882 0.039 0.440
C -0.801 -0.684 -0.948
C -0.901 1.691 -0.249
C -1.381 -0.161 1.307
N 3.366 -0.901 -0.285
N 1.738 0.904 0.526
N -0.565 0.237 0.135
S 3.307 0.751 0.200
H 2.029 -2.506 -0.783
H -0.690 -0.459 -1.955
H -0.159 -1.558 -0.852
H -1.787 -1.227 -0.935
H -0.148 2.126 -1.093
H -1.880 1.627 -0.645
H -0.696 2.264 0.701
H -1.024 0.556 2.182
H -2.492 0.227 1.127
H -1.268 -1.230 1.528
*
```

=====

<three>
Computed, not measured: C5H10N3S as an isolated structure, with ωB97M-V/def2-TZVPD.

E_LUMO   -5.37 eV
HOMO-LUMO gap   0.312 Ha

Structure (ORCA input):
```
! RIJCOSX wB97M-V def2-TZVPD def2/J DEFGRID3
* xyz 1 1
C 2.231 0.839 -1.228
C 0.390 -0.211 -0.156
C -1.309 0.630 1.167
C -0.766 -1.824 1.397
C -0.888 -0.638 0.382
N 2.943 0.553 -0.229
N 0.829 0.447 -1.167
N 0.158 1.116 -2.164
S 2.471 -0.301 1.015
H 2.787 1.280 -1.990
H -2.386 0.381 1.591
H -1.431 1.605 0.508
H -0.799 0.857 2.100
H -0.272 -1.514 2.270
H -0.258 -2.574 0.938
H -1.810 -2.211 1.404
H -1.686 -0.774 -0.451
H 0.576 1.437 -3.011
H -0.779 0.900 -2.375
*
```

=====

Stability check: which of them is most stable? <one>.